185
Properties=species:S:1:pos:R:3:forces:R:3:lowdin_spin:R:1 method="wB97M-V/def2-TZVPD" energy_ev=-156095.664 gap_ev="3.746 / 8.092" multiplicity=2 lumo_ev="-1.44 / -1.44" total_charge=+1
C 0.055960 -14.383030 8.096720 -0.78 -1.14 -1.02 0.05
C -0.717120 -15.640510 7.627560 1.91 2.58 -0.25 0.39
O -1.831020 -15.963120 8.032080 -1.38 -1.80 0.25 0.35
N 0.180810 -16.546930 6.762870 1.04 -0.61 1.10 0.07
H -0.353870 -17.237240 6.255230 -0.56 -0.23 0.10 0.01
H 0.737950 -16.064870 6.071990 -0.57 1.04 -0.72 0.02
C 1.405910 -17.234570 7.412370 -0.61 -0.76 0.72 0.07
H 0.220190 -13.742200 7.230430 0.52 0.17 -0.15 0.01
H 1.002530 -14.657560 8.562270 0.18 0.41 0.29 0.02
H -0.597750 -13.790440 8.736720 0.12 -0.37 0.28 0.00
H 1.153960 -17.830150 8.289820 -0.50 0.44 0.18 0.00
H 2.075110 -16.427300 7.710000 0.14 -0.35 -0.27 0.00
H 1.807770 -17.991290 6.738590 0.42 0.50 -0.44 0.01
C -4.971560 -14.748610 15.019290 2.17 -1.30 1.34 0.00
N -3.695890 -15.008240 14.264180 2.72 -0.01 -1.12 0.00
C -2.883370 -13.667900 14.351540 -0.71 -0.92 -0.70 0.00
C -2.752970 -16.173410 14.879540 -1.52 1.75 -0.07 0.00
C -4.046570 -15.408690 12.821880 -2.34 0.74 -0.43 0.00
C -3.047810 -15.989020 11.831300 1.73 -0.28 1.66 0.00
O -1.884090 -15.169490 11.818480 0.35 -1.23 0.72 0.00
H -4.471070 -14.460990 15.943890 -1.02 0.54 0.59 0.00
H -5.390110 -15.732370 15.231760 -0.64 0.29 -0.41 0.00
H -5.616370 -13.971910 14.608150 0.30 -0.31 -0.32 0.00
H -1.931970 -13.810090 13.838980 -0.15 -0.05 0.09 0.00
H -2.794030 -13.363190 15.394270 0.07 -0.55 0.01 0.00
H -3.469510 -12.917930 13.820420 0.05 -0.10 -0.27 0.00
H -1.985210 -16.403670 14.140860 -0.50 -0.06 -0.16 0.00
H -3.432880 -16.978180 15.159120 0.24 -0.20 -0.32 0.00
H -2.227840 -15.799120 15.758320 -0.49 0.24 -0.02 0.00
H -4.539290 -14.532140 12.401190 0.65 0.63 -0.10 0.00
H -4.959420 -15.988130 12.959960 0.44 -1.00 -0.08 0.00
H -3.405330 -16.343640 10.864590 -0.63 0.98 -0.15 0.00
H -2.670920 -16.932850 12.225300 -0.13 -0.32 0.33 0.00
H -1.928030 -14.482100 11.149780 -0.60 0.61 -0.66 0.00
C -6.782420 -16.301860 21.449530 -1.15 -0.77 -1.95 0.00
N -6.306490 -16.350210 19.929850 0.47 -0.01 1.51 0.00
C -6.365570 -14.893860 19.505990 1.01 -0.77 -0.47 0.00
C -4.886260 -17.013160 20.019250 -0.95 0.55 -1.24 0.00
C -7.251460 -17.196930 19.001130 -0.26 -1.10 2.11 0.00
C -7.167620 -17.179190 17.491030 -0.44 0.19 1.09 0.00
O -5.857010 -17.361960 17.079790 0.11 0.83 0.19 0.00
H -7.701240 -15.715490 21.456200 0.03 -0.04 0.02 0.00
H -6.081480 -15.847130 22.149540 0.40 -0.19 -0.65 0.00
H -7.044930 -17.330170 21.698060 0.26 0.09 0.26 0.00
H -7.420290 -14.632540 19.591920 0.29 0.37 -0.11 0.00
H -5.958770 -14.775230 18.501730 -0.36 -0.26 -0.19 0.00
H -5.666020 -14.306190 20.100440 -0.36 -0.08 0.41 0.00
H -5.028250 -18.038680 20.360190 -0.17 0.17 0.08 0.00
H -4.204310 -16.451980 20.658090 -0.40 0.19 -0.09 0.00
H -4.518680 -17.027400 18.993200 0.14 -0.01 0.18 0.00
H -8.282900 -17.055680 19.324030 -0.08 0.99 -0.07 0.00
H -7.182150 -18.239050 19.313030 0.99 -0.06 0.26 0.00
H -7.735140 -16.305590 17.170360 0.60 0.51 -0.73 0.00
H -7.775670 -18.033510 17.193500 -0.22 -0.12 -0.02 0.00
H -5.905970 -17.744470 16.200650 0.41 -0.67 -0.85 0.00
C 4.373850 -7.860980 14.969540 -1.01 -0.05 0.13 0.00
C 3.097880 -6.957750 14.861160 0.39 -0.34 -0.41 0.00
C 1.744960 -7.701470 15.022740 0.47 0.07 0.85 0.00
C 1.523350 -7.953400 16.534630 -0.27 -1.77 0.37 0.00
P -0.040930 -8.819820 17.038240 -0.65 -0.29 -1.97 0.00
C 0.101350 -9.925850 18.401590 -0.51 -2.98 -1.79 0.00
C 0.841850 -9.455670 19.541980 -0.83 1.72 1.30 0.00
C 0.812170 -10.490840 20.673010 0.62 0.44 -1.07 0.00
C 1.610180 -10.005780 21.853120 0.40 0.29 0.37 0.00
C -1.279230 -7.627050 17.559850 0.13 0.80 0.47 0.00
C -0.719240 -6.431970 18.409210 -0.45 -0.05 0.27 0.00
C -1.635740 -5.974010 19.540370 -0.14 -0.83 0.50 0.00
C -1.517640 -6.683990 20.924270 -0.53 1.66 -0.52 0.00
C -0.796920 -9.729100 15.558160 2.52 1.48 0.73 0.00
C -2.033060 -10.531650 15.824050 -1.10 0.41 -0.44 0.00
C -3.264870 -9.916450 15.097700 0.67 0.34 0.26 0.00
C -4.603320 -10.544250 15.450830 0.65 0.10 -0.91 0.00
H 5.288580 -7.271720 15.033960 -0.12 0.09 -0.44 0.00
H 4.383020 -8.556690 14.130490 0.32 0.12 -0.10 0.00
H 4.405430 -8.481680 15.864990 -0.31 0.01 0.21 0.00
H 3.094050 -6.529300 13.858900 0.14 0.22 0.05 0.00
H 3.231140 -6.147660 15.578160 -0.43 0.13 -0.01 0.00
H 1.821470 -8.620230 14.441260 0.10 -0.44 0.41 0.00
H 0.851330 -7.261730 14.579860 0.32 0.87 0.02 0.00
H 1.712580 -7.137830 17.232580 -0.42 0.55 -0.48 0.00
H 2.275960 -8.659050 16.886390 0.27 -0.33 -0.18 0.00
H 0.494700 -10.901150 18.114930 0.42 -0.11 -0.84 0.00
H -0.890960 -10.288960 18.669120 -0.47 0.46 0.07 0.00
H 0.210070 -8.590890 19.744770 0.56 0.57 1.34 0.00
H 1.785270 -9.046380 19.180680 0.55 -0.37 0.71 0.00
H 1.193020 -11.391620 20.191710 0.24 -0.33 0.41 0.00
H -0.222490 -10.718550 20.929380 -0.02 0.05 -0.02 0.00
H 2.449700 -9.382700 21.544790 0.09 -0.01 -0.23 0.00
H 2.063640 -10.793860 22.454290 -0.42 -0.04 0.17 0.00
H 0.981640 -9.345030 22.450160 0.07 -0.18 0.34 0.00
H -1.985090 -8.225920 18.135360 -0.10 0.01 0.23 0.00
H -1.851480 -7.277290 16.700600 0.15 0.13 -0.09 0.00
H -0.640510 -5.517290 17.821630 0.57 -0.44 -0.58 0.00
H 0.227640 -6.669490 18.894090 0.29 0.06 -0.44 0.00
H -2.656030 -6.093430 19.175860 -0.23 0.20 0.15 0.00
H -1.460140 -4.908180 19.686240 -0.10 -0.01 0.12 0.00
H -0.647840 -6.361310 21.496490 0.62 -0.61 -0.46 0.00
H -1.695020 -7.759350 20.908590 0.09 0.13 0.15 0.00
H -2.266960 -6.138620 21.498010 -0.58 -0.69 0.25 0.00
H -0.015810 -10.288070 15.042880 0.25 -0.28 0.39 0.00
H -0.820530 -8.840810 14.926900 -1.06 -0.01 -0.50 0.00
H -2.182410 -10.648700 16.897410 -0.36 0.02 0.07 0.00
H -1.869700 -11.545630 15.459030 -0.03 0.10 0.01 0.00
H -3.101070 -9.907170 14.020120 0.12 -0.83 -0.20 0.00
H -3.315550 -8.833670 15.212230 0.08 0.25 0.80 0.00
H -4.452990 -11.623490 15.478340 -0.39 -0.02 0.29 0.00
H -5.212280 -10.304700 14.579120 -0.64 -0.18 0.38 0.00
H -5.018790 -10.151500 16.378860 -0.04 -0.21 -0.07 0.00
C 0.361440 -24.779300 11.149180 -0.95 -1.64 0.08 0.00
C -0.402630 -25.050510 12.500750 2.28 0.37 -1.89 0.00
C -0.815660 -23.725820 13.068820 -0.33 1.70 0.37 0.00
C 0.308750 -22.576620 13.315490 -0.98 -1.40 -0.75 0.00
P -0.397910 -20.861970 13.271250 0.26 -1.47 1.60 0.00
C -1.599450 -20.670650 11.961340 -0.71 1.33 2.65 0.00
C -1.147840 -20.830040 10.600780 1.21 -0.42 -2.03 0.00
C -2.301130 -21.189820 9.692040 -0.41 -0.21 -1.02 0.00
C -3.566220 -20.291490 9.794380 0.37 -0.31 -0.01 0.00
C -1.264590 -20.673320 14.861770 -1.68 0.71 -1.75 0.00
C -0.551940 -20.606080 16.148440 1.65 0.00 0.41 0.00
C -1.379060 -20.623030 17.443000 0.28 -0.20 0.40 0.00
C -2.216870 -19.376470 17.670240 -0.13 0.39 -0.03 0.00
C 0.971020 -19.720770 13.115380 -1.23 0.61 -0.87 0.00
C 0.564610 -18.221870 13.379270 1.52 -1.08 1.21 0.00
C 1.850740 -17.351030 13.256870 -1.24 0.47 0.38 0.00
C 2.134220 -16.766680 11.929890 0.28 -0.11 -2.36 0.00
H 1.411050 -24.521240 11.289940 -0.24 0.33 -0.31 0.00
H -0.220260 -24.211600 10.422940 0.24 1.03 0.40 0.00
H 0.293790 -25.722420 10.606920 0.76 -0.40 0.11 0.00
H 0.332290 -25.597640 13.091210 -0.30 -0.06 0.45 0.00
H -1.190720 -25.737980 12.193520 -0.46 0.37 0.73 0.00
H -1.403760 -23.831230 13.980480 0.03 0.06 0.12 0.00
H -1.484750 -23.307820 12.316700 -0.27 0.06 0.06 0.00
H 1.083980 -22.660040 12.553810 -0.06 0.11 -0.21 0.00
H 0.815650 -22.814130 14.250770 -0.07 0.50 0.23 0.00
H -1.987970 -19.659630 12.083760 -0.32 0.15 0.39 0.00
H -2.422200 -21.308150 12.285030 -0.21 -0.14 -0.25 0.00
H -0.413590 -21.635580 10.610210 0.16 -0.29 -0.60 0.00
H -0.635620 -19.968230 10.172970 0.09 0.36 0.46 0.00
H -2.396170 -22.260080 9.875360 -1.13 -0.12 0.08 0.00
H -1.962270 -21.166960 8.656310 0.17 0.14 -0.09 0.00
H -4.375240 -20.527820 9.103200 0.08 -0.81 0.10 0.00
H -3.365470 -19.276420 9.451680 0.53 0.23 0.46 0.00
H -3.970060 -20.273320 10.806640 -0.06 0.16 -0.10 0.00
H -2.094780 -21.376200 14.792190 -0.11 -0.13 0.14 0.00
H -1.727040 -19.693620 14.741580 -0.62 0.00 -0.28 0.00
H -0.019590 -19.660610 16.044530 0.28 0.26 0.73 0.00
H 0.253550 -21.339550 16.112400 -0.01 -0.39 0.70 0.00
H -0.709360 -20.662760 18.302080 0.42 -0.13 -0.15 0.00
H -1.956480 -21.540010 17.560700 -0.23 -0.03 -0.48 0.00
H -2.935160 -19.464420 18.485360 -0.13 -0.44 -0.09 0.00
H -2.765860 -19.077770 16.777220 -0.10 0.09 0.00 0.00
H -1.577550 -18.562480 18.012010 0.12 0.16 -0.41 0.00
H 1.262280 -19.888390 12.078480 0.61 0.07 -0.06 0.00
H 1.725230 -20.070350 13.820400 0.24 0.27 -0.16 0.00
H 0.270170 -18.319030 14.424240 0.05 0.69 0.34 0.00
H -0.323550 -17.808260 12.901570 0.25 -0.24 -0.72 0.00
H 2.748270 -17.900060 13.541670 -0.21 -0.08 0.54 0.00
H 1.755510 -16.425270 13.824320 -0.12 -0.45 0.98 0.00
H 2.385500 -17.503540 11.167000 0.45 -0.35 0.03 0.00
H 2.981590 -16.088710 12.031890 -0.01 0.05 -0.25 0.00
H 1.321740 -16.252600 11.416380 -0.32 0.40 0.63 0.00
C -6.612350 -20.689010 12.964570 1.44 3.44 -0.19 0.00
F -7.289670 -21.082600 13.980300 -1.03 -1.25 1.64 0.00
F -6.006750 -21.668560 12.363600 -0.04 -1.17 -0.90 0.00
F -7.454670 -20.027160 12.156210 0.15 -0.43 -0.45 0.00
S -5.264010 -19.461580 13.548090 1.61 -1.60 2.17 0.00
O -4.975780 -18.535750 12.494580 -0.18 0.27 -0.72 0.00
O -5.837240 -18.849210 14.762430 -0.01 -0.18 -0.70 0.00
O -4.112010 -20.369400 13.880840 -1.78 1.19 -0.59 0.00
C -5.066650 -13.298080 9.207620 0.35 1.74 2.87 0.00
F -5.915390 -12.409110 8.671410 -0.19 -0.66 0.76 0.00
F -5.684200 -14.157380 10.102660 -0.04 0.87 -1.01 0.00
F -4.547640 -13.974240 8.272730 0.87 -1.61 -1.84 0.00
S -3.668420 -12.377650 10.190140 1.08 4.16 -1.70 0.00
O -3.490260 -11.061360 9.408190 -0.31 -4.29 1.68 0.00
O -4.115410 -12.089470 11.545560 -0.63 -0.76 0.07 0.00
O -2.531150 -13.320680 10.176470 -1.06 0.89 -0.82 0.00
C -0.742400 -14.973020 18.315710 -2.86 -0.39 0.82 0.00
F -0.626840 -14.855810 16.982770 1.14 -0.01 0.70 0.00
F -0.996620 -16.257090 18.623370 -0.59 -0.16 -0.75 0.00
F 0.279610 -14.696400 19.057730 1.74 1.17 -0.44 0.00
S -2.212500 -13.842860 18.824290 -3.42 3.27 1.41 0.00
O -3.041430 -13.562960 17.611770 1.74 -1.15 0.86 0.00
O -3.058440 -14.535000 19.852020 2.20 0.28 -1.57 0.00
O -1.623030 -12.556070 19.339070 -0.02 -2.79 -1.02 0.00